Record 1
A structure of composition C5H10NO2 in a non-equilibrium geometry. Source: the Open Molecules 2025 dataset; level of theory: ωB97M-V/def2-TZVPD.

ORCA input file:
```
! wB97M-V def2-TZVPD RIJCOSX def2/J DEFGRID3
* xyz -1 1
C 0.603 1.400 -0.978
O 0.888 0.262 -1.746
C -0.787 1.223 -0.359
C -0.914 0.380 0.942
C 0.282 -0.511 1.153
C 0.421 -1.882 0.453
N 0.048 -1.734 -0.844
O 0.734 -2.944 0.998
H 0.598 2.336 -1.550
H 1.311 1.584 -0.160
H -1.526 0.740 -1.014
H -1.190 2.209 -0.193
H -1.110 0.983 1.831
H -1.858 -0.176 0.916
H 0.296 -0.734 2.235
H 1.235 -0.022 0.971
H 0.453 -2.521 -1.355
H 0.516 -0.593 -1.300
*
```

The LUMO energy comes out at 4.136 eV. As for the energy relative to the best compared isomer or geometry (same formula, charge and spin): 157.94 kJ/mol. Its HOMO-LUMO gap is 0.290 Ha. As for the HOMO energy: -3.759 eV.

---

Record 2
The molecule C4H6N2 in a non-equilibrium geometry. Source: the Open Molecules 2025 dataset; level of theory: ωB97M-V/def2-TZVPD.

ORCA input file:
```
! wB97M-V def2-TZVPD RIJCOSX def2/J DEFGRID3
* xyz 0 1
C 1.424 -0.152 0.310
N 0.075 -0.109 -0.262
C -0.234 -0.635 -1.428
C -0.910 0.712 0.245
C -1.503 0.522 1.505
N -2.070 0.388 2.514
H 1.349 -0.108 1.400
H 1.987 0.718 -0.037
H 1.932 -1.072 0.010
H -1.266 -0.910 -1.590
H 0.496 -0.729 -2.221
H -1.366 1.376 -0.472
*
```

The LUMO energy (spin up / spin down) comes out at -0.354 / -0.355 eV. As for the energy relative to the best compared isomer or geometry (same formula, charge and spin): 311.45 kJ/mol. Its HOMO-LUMO gap (spin up / spin down) is 0.275 / 0.275 Ha. As for the HOMO energy (spin up / spin down): -7.830 / -7.829 eV.

---

Record 3
A cluster of 2 separate species, CH4N2OS in total in a non-equilibrium geometry. Source: the Open Molecules 2025 dataset; level of theory: ωB97M-V/def2-TZVPD.

ORCA input file:
```
! wB97M-V def2-TZVPD RIJCOSX def2/J DEFGRID3
* xyz 0 1
C -2.490 -0.402 -0.115
N -1.407 0.147 -0.315
N 2.681 0.703 0.079
O 1.959 -0.118 -0.780
S 0.733 -1.064 -0.116
H -3.521 -0.002 -0.205
H -2.745 -1.385 0.499
H 2.389 1.628 -0.093
H 2.402 0.493 1.046
*
```

The LUMO energy (spin up / spin down) comes out at -1.581 / -1.582 eV. As for the energy relative to the best compared isomer or geometry (same formula, charge and spin): 619.35 kJ/mol. Its HOMO-LUMO gap (spin up / spin down) is 0.258 / 0.258 Ha. As for the HOMO energy (spin up / spin down): -8.591 / -8.593 eV.

---

Record 4
A structure of composition C5H7Br3N4O5PS2 in a non-equilibrium geometry. Source: the Open Molecules 2025 dataset; level of theory: ωB97M-V/def2-TZVPD.

ORCA input file:
```
! wB97M-V def2-TZVPD RIJCOSX def2/J DEFGRID3
* xyz -1 1
N 1.055 2.132 0.537
P -0.403 1.236 0.293
O -1.342 1.836 1.505
C -0.050 -0.541 0.840
N 0.829 -0.492 2.030
C 0.448 -0.221 3.142
S 0.023 -0.139 4.649
C -1.431 -1.195 1.140
O -1.439 -2.119 1.951
O -2.402 -0.702 0.523
N 0.643 -1.132 -0.315
S 0.202 -2.746 -0.710
C 2.059 -0.947 -0.339
O 2.765 -2.009 0.357
N 4.097 -1.577 0.671
O 4.159 -1.104 1.731
H 1.677 1.733 1.241
H 1.565 2.223 -0.331
H -1.044 2.741 1.656
H -0.411 -2.480 -1.876
H 2.355 0.021 0.057
H 2.384 -0.986 -1.384
C -3.146 1.412 -3.444
Br -2.513 0.673 -1.765
Br -1.952 1.008 -4.920
Br -4.966 0.885 -3.881
H -3.164 2.489 -3.358
*
```

The LUMO energy comes out at 2.058 eV. Its HOMO-LUMO gap is 0.253 Ha. As for the HOMO energy: -4.835 eV.

---

Record 5
A structure of composition C4H23B4Be2Cl9 in a non-equilibrium geometry. Source: the Open Molecules 2025 dataset; level of theory: ωB97M-V/def2-TZVPD.

ORCA input file:
```
! wB97M-V def2-TZVPD RIJCOSX def2/J DEFGRID3
* xyz 0 1
Be -20.193 18.192 1.996
Be -21.393 14.404 2.467
B -20.113 20.735 2.298
H -21.120 20.369 2.177
H -20.076 21.779 2.567
H -19.627 20.165 3.075
H -19.668 20.576 1.328
B -22.317 16.786 2.024
H -22.664 17.806 1.979
H -23.157 16.151 2.260
H -21.772 16.487 1.142
H -21.625 16.766 2.852
B -19.204 15.796 2.256
H -19.701 15.841 3.213
H -18.411 16.524 2.183
H -18.829 14.787 2.185
H -19.898 15.924 1.440
B -22.954 12.497 2.009
H -22.289 12.368 2.849
H -22.362 12.803 1.160
H -23.494 11.587 1.795
H -23.548 13.362 2.257
C -24.138 18.814 4.786
Cl -22.369 19.077 4.797
Cl -25.039 20.355 4.625
Cl -24.676 17.872 6.241
H -24.324 18.138 3.952
C -23.426 15.308 -2.405
Cl -23.748 17.052 -2.252
Cl -22.582 14.777 -0.949
H -24.369 14.780 -2.545
H -22.735 15.174 -3.236
C -25.422 16.849 0.755
Cl -26.724 16.897 -0.507
Cl -26.216 16.636 2.359
H -24.774 15.982 0.623
H -24.809 17.748 0.807
C -18.971 16.472 -2.294
Cl -17.327 15.817 -1.959
Cl -19.718 17.194 -0.810
H -18.775 17.291 -2.986
H -19.691 15.768 -2.713
*
```

The LUMO energy comes out at -3.173 eV. Its HOMO-LUMO gap is 0.282 Ha. As for the HOMO energy: -10.835 eV.

---

Record 6
A structure of composition C19H38INO16Si2 in a non-equilibrium geometry. Source: the Open Molecules 2025 dataset; level of theory: ωB97M-V/def2-TZVPD.

ORCA input file:
```
! wB97M-V def2-TZVPD RIJCOSX def2/J DEFGRID3
* xyz 0 1
C 7.611 5.168 2.782
C 6.646 5.768 2.096
Si 4.968 6.530 1.485
I 5.062 8.925 2.241
O 3.630 5.718 2.281
Si 2.299 5.468 1.189
C 0.779 4.843 2.220
C -0.079 6.059 2.885
N -0.941 6.689 2.090
H 8.242 4.585 3.560
H 4.887 6.429 0.019
H 2.621 4.422 0.191
H 2.015 6.684 0.425
H 0.049 4.284 1.504
H 1.086 4.093 3.036
H -0.005 6.385 3.984
H -0.906 6.274 1.136
C 0.516 0.027 -0.877
O -0.167 1.183 -0.393
C -1.501 1.156 -0.577
O -2.129 0.264 -1.099
O -2.014 2.298 -0.078
C -3.431 2.408 -0.206
H 1.580 0.158 -0.675
H 0.173 -0.870 -0.355
H 0.379 -0.078 -1.956
H -3.931 1.606 0.343
H -3.725 2.399 -1.259
H -3.734 3.363 0.228
C 4.337 1.730 -5.641
O 4.056 1.207 -4.344
C 4.851 1.689 -3.369
O 5.741 2.494 -3.511
O 4.480 1.116 -2.208
C 5.242 1.536 -1.077
H 3.638 1.273 -6.344
H 4.188 2.812 -5.661
H 5.353 1.473 -5.949
H 5.129 2.611 -0.914
H 6.295 1.272 -1.201
H 4.858 1.013 -0.199
C -4.929 -2.053 1.612
O -5.276 -0.829 2.260
C -5.629 -0.969 3.551
O -5.671 -2.008 4.169
O -5.929 0.252 4.036
C -6.324 0.257 5.406
H -4.662 -1.820 0.579
H -4.064 -2.514 2.096
H -5.779 -2.739 1.602
H -5.516 -0.113 6.042
H -7.231 -0.337 5.548
H -6.541 1.288 5.689
C -5.131 -4.886 4.708
O -5.493 -6.025 3.927
C -4.447 -6.742 3.477
O -3.279 -6.499 3.677
O -4.928 -7.779 2.762
C -3.923 -8.631 2.219
H -6.049 -4.385 5.016
H -4.585 -5.190 5.605
H -4.539 -4.185 4.115
H -3.329 -9.085 3.016
H -3.282 -8.080 1.526
H -4.423 -9.428 1.665
C 4.454 -2.382 -4.591
O 4.064 -3.196 -5.696
C 2.731 -3.329 -5.840
O 1.887 -2.831 -5.132
O 2.504 -4.115 -6.910
C 1.123 -4.344 -7.185
H 5.545 -2.344 -4.571
H 4.076 -1.363 -4.710
H 4.107 -2.816 -3.650
H 0.613 -3.404 -7.407
H 0.644 -4.857 -6.347
H 1.060 -4.987 -8.064
*
```

The LUMO energy comes out at 0.136 eV. As for the energy relative to the best compared isomer or geometry (same formula, charge and spin): 235.22 kJ/mol. Its HOMO-LUMO gap is 0.365 Ha. As for the HOMO energy: -9.808 eV.

---

Total energy / Ha: -401.76666, -265.41695, -623.22330, -9649.67497, -4436.18498, -2882.04413